The following is a DFT calculation (wB97M-V/def2-TZVPD) of a structure of composition C43H48N2O3P2Ti in a non-equilibrium geometry.

Geometry as XYZ:
```
99
C43H48N2O3P2Ti, DFT wB97M-V/def2-TZVPD
Ti -1.0037 -0.1651 0.8771
C 3.5505 2.0210 0.9358
C 2.5859 2.9201 0.6509
C 2.1380 3.3797 -0.7072
C 1.4297 2.3340 -1.6840
C 2.2611 1.1785 -2.1317
C 3.4272 0.8874 -1.5540
C 4.5338 1.8821 -1.3784
C 4.8142 1.9697 0.1239
C -1.1238 -2.0138 0.0502
H 3.5497 1.4314 1.8669
H 1.9883 3.3180 1.4841
H 2.9391 3.9021 -1.2617
H 1.3596 4.1424 -0.5239
H 0.5457 1.9621 -1.1458
H 1.0855 2.8652 -2.5851
H 1.8106 0.4629 -2.8350
H 3.7128 -0.1260 -1.2467
H 4.3425 2.8571 -1.8386
H 5.4216 1.4699 -1.8660
H 5.3833 1.0600 0.3831
H 5.4822 2.8215 0.3631
H -0.5305 -2.6955 0.7045
H -0.4507 -1.5443 -0.7389
H -1.9116 -2.5373 -0.4620
P -3.2918 0.4202 0.6457
P -2.5402 -0.4489 -1.8563
C -2.6566 1.7505 -0.4299
C -2.4268 1.3251 -1.7176
C -4.9600 1.0613 1.1071
C -5.5026 2.2075 0.5079
C -6.7684 2.6681 0.8597
C -7.5154 1.9879 1.8252
C -6.9660 0.8706 2.4623
C -5.6848 0.4272 2.1297
C -2.3607 0.8239 2.2097
C -1.8723 -0.2437 3.0645
C -1.0026 0.1649 4.1025
C -0.8467 1.5138 4.4132
C -1.4748 2.5135 3.6575
C -2.1794 2.1944 2.5033
C -4.2128 -0.8280 -2.7059
C -5.4225 -0.6517 -2.0040
C -6.6474 -0.8242 -2.6490
C -6.6920 -1.1660 -4.0000
C -5.5045 -1.3897 -4.6928
C -4.2750 -1.2460 -4.0456
C -1.3953 -0.9661 -3.1657
C -1.1241 -2.3444 -3.3259
C -0.3046 -2.7910 -4.3645
C 0.2468 -1.8713 -5.2764
C -0.0360 -0.5026 -5.1261
C -0.8374 -0.0518 -4.0694
H -2.7148 2.7778 -0.0673
H -2.2553 1.9510 -2.5931
H -4.9401 2.7648 -0.2345
H -7.1802 3.5506 0.3785
H -8.5160 2.3268 2.0813
H -7.5414 0.3412 3.2235
H -5.2355 -0.4118 2.6637
H -2.4078 -1.1874 3.0809
H -0.4783 -0.5656 4.7116
H -0.2613 1.8351 5.2860
H -1.3844 3.5661 3.9366
H -2.6676 2.9433 1.8629
H -5.4006 -0.3779 -0.9467
H -7.5716 -0.6944 -2.0927
H -7.6465 -1.2694 -4.5087
H -5.5207 -1.6824 -5.7385
H -3.3571 -1.4638 -4.5967
H -1.5671 -3.0696 -2.6384
H -0.0950 -3.8639 -4.4706
H 0.8879 -2.2254 -6.0952
H 0.3817 0.2149 -5.8420
H -1.0349 1.0139 -3.9691
C 5.0840 -0.2698 3.8308
C 5.7040 -1.3002 2.9126
C 4.7300 -2.1388 2.0542
C 5.5339 -3.3734 1.5107
C 6.8241 -2.9843 0.7942
C 3.5285 -2.6177 2.8777
O 3.5976 -3.3441 3.8596
N 2.2714 -2.0575 2.5434
C 1.9812 -1.1271 1.5574
O 0.7823 -0.6665 1.4972
N 2.9619 -0.8077 0.7555
C 4.2204 -1.2843 0.8539
O 5.0555 -1.0280 -0.0524
H 4.5759 0.5293 3.2801
H 5.9007 0.2059 4.3893
H 4.3910 -0.7122 4.5642
H 6.4194 -0.8060 2.2384
H 6.2705 -2.0267 3.5185
H 5.7862 -4.0396 2.3518
H 4.9029 -3.9563 0.8203
H 7.5411 -2.5163 1.4814
H 7.3075 -3.8542 0.3347
H 6.5780 -2.2619 0.0060
H 1.4717 -2.4230 3.0493
```

Values from the calculation:
DFT total energy   -96178.8061 eV
LUMO energy (alpha / beta)   -0.62 / -0.75 eV
Highest occupied orbital energy (alpha / beta)   -6.7 / -7.1 eV
Relative energy (zero: lowest compared OMol25 entry of this formula, charge and spin)   101.1 kcal per mole
Maximum force   3.1 eV/A
Charge   0
Multiplicity   3